66
Properties=species:S:1:pos:R:3:mulliken_charge:R:1 method="wB97M-V/def2-TZVPD" total_charge=-1
O 9.742 12.183 11.887 -0.590
V 10.417 11.459 13.173 1.204
O 10.977 10.016 12.837 -0.481
C 6.387 11.713 13.360 -1.459
C 7.243 10.496 13.691 0.663
C 7.341 9.569 12.437 -1.157
O 8.464 10.784 14.385 -0.678
H 5.326 11.507 13.222 0.492
H 6.699 12.291 12.491 0.218
H 6.416 12.426 14.184 0.340
H 6.647 9.902 14.384 0.205
H 8.111 9.933 11.757 0.047
H 6.386 9.595 11.912 0.423
H 7.602 8.532 12.647 0.310
C 13.053 11.797 17.444 0.531
F 14.243 11.690 16.777 -0.229
F 13.126 11.229 18.683 -0.206
F 12.737 13.107 17.565 -0.211
S 11.652 10.925 16.420 1.263
O 10.444 11.012 17.258 -0.695
O 11.544 11.594 15.125 -0.596
O 12.111 9.541 16.301 -0.706
C 9.317 15.807 14.326 -0.748
C 10.816 15.861 14.541 -0.722
C 11.045 14.427 14.968 -0.017
O 10.164 13.687 14.125 0.267
C 9.023 14.457 13.705 -0.097
H 8.964 16.660 13.746 0.388
H 8.829 15.834 15.300 0.342
H 10.931 16.675 15.256 0.385
H 11.419 16.170 13.687 0.234
H 10.810 14.367 16.031 0.287
H 12.082 14.107 14.861 -0.201
H 8.093 14.066 14.118 -0.140
H 8.899 14.548 12.626 0.247
C 7.840 10.198 8.164 -0.528
C 6.677 10.319 7.258 -0.580
C 6.283 11.776 7.457 -0.572
O 6.862 12.175 8.684 -0.427
C 7.443 11.091 9.328 0.644
H 8.804 10.505 7.758 0.345
H 7.905 9.175 8.532 0.303
H 5.927 9.610 7.607 0.260
H 6.923 10.060 6.228 0.352
H 5.196 11.861 7.459 0.286
H 6.763 12.345 6.660 0.319
H 6.730 10.616 10.002 -0.235
H 8.362 11.428 9.807 -0.191
C 13.800 14.384 12.229 -0.610
C 14.507 13.283 13.023 -0.536
C 13.831 12.032 12.609 -0.429
O 12.461 12.442 12.438 -0.020
C 12.506 13.712 11.764 -0.361
H 14.367 14.741 11.368 0.388
H 13.680 15.230 12.907 0.173
H 14.371 13.433 14.094 0.124
H 15.588 13.331 12.896 0.435
H 13.822 11.268 13.386 0.171
H 14.266 11.699 11.667 0.312
H 11.641 14.342 11.971 -0.039
H 12.485 13.605 10.679 0.522
C 12.967 7.286 13.374 0.073
Cl 12.940 5.558 13.964 -0.219
Cl 14.591 8.045 13.332 -0.193
H 12.572 7.349 12.360 0.257
H 12.401 7.816 14.140 0.063

***

57
Properties=species:S:1:pos:R:3:mulliken_charge:R:1 method="wB97M-V/def2-TZVPD" smiles="NC(=O)CC[SiH2]CCF.CCCC#N.CCCC#N.CCCC#N"
N 2.465 -1.618 1.423 -0.571
C 1.697 -0.537 0.636 0.315
O 2.197 0.032 -0.495 -0.530
C 0.207 -0.145 1.254 -0.552
C -0.707 0.748 0.174 -0.332
Si -2.485 0.814 0.925 0.418
C -3.651 -0.616 0.373 -0.218
C -3.090 -2.127 0.671 -0.404
F -2.700 -2.288 2.112 -0.333
H 2.145 -1.460 2.424 0.331
H 1.978 -2.518 1.155 0.289
H -0.399 -1.155 1.391 0.233
H 0.299 0.436 2.281 0.289
H -0.225 1.824 0.186 0.168
H -0.650 0.328 -0.919 0.254
H -3.147 2.066 0.581 -0.156
H -2.308 0.836 2.399 -0.202
H -3.991 -0.562 -0.758 -0.069
H -4.653 -0.492 1.006 0.266
H -4.008 -2.875 0.520 0.335
H -2.254 -2.498 -0.078 0.234
C -1.647 6.220 3.262 -1.176
C -0.786 4.962 3.207 -0.367
C -0.064 4.793 1.869 -0.254
C -1.084 4.687 0.746 0.220
N -1.929 4.598 -0.185 -0.528
H -2.449 6.194 2.518 0.350
H -2.119 6.315 4.245 0.343
H -1.043 7.118 3.087 0.296
H -1.421 4.089 3.401 0.217
H -0.043 5.005 4.012 0.338
H 0.549 3.887 1.885 0.241
H 0.595 5.646 1.677 0.379
C 5.677 -4.422 -1.048 -1.113
C 6.519 -3.808 0.066 -0.429
C 6.423 -4.583 1.381 -0.351
C 4.982 -4.596 1.865 0.285
N 3.787 -4.607 2.267 -0.506
H 4.611 -4.414 -0.800 0.331
H 5.799 -3.853 -1.975 0.313
H 5.978 -5.458 -1.242 0.308
H 6.198 -2.770 0.221 0.295
H 7.566 -3.777 -0.256 0.306
H 7.053 -4.111 2.142 0.279
H 6.767 -5.614 1.246 0.287
C -3.422 -0.828 -5.283 -1.179
C -2.569 0.346 -4.815 -0.636
C -2.467 0.437 -3.291 -0.042
C -3.852 0.624 -2.694 0.300
N -5.001 0.780 -2.198 -0.571
H -4.458 -0.736 -4.943 0.358
H -3.443 -0.870 -6.377 0.345
H -3.020 -1.778 -4.913 0.303
H -2.993 1.275 -5.215 0.316
H -1.562 0.245 -5.236 0.355
H -1.835 1.285 -3.006 0.336
H -2.018 -0.474 -2.880 0.286

***

64
Properties=species:S:1:pos:R:3:mulliken_charge:R:1 method="wB97M-V/def2-TZVPD" de_lowest_kcal_mol=9.2
K 0.308 -0.637 0.393 0.965
C 2.018 2.759 -3.569 -1.594
C 1.546 2.847 -2.146 0.252
C 0.189 2.815 -1.846 0.023
C -0.268 2.929 -0.537 0.231
C -1.742 2.958 -0.258 -1.193
C 0.663 3.035 0.489 -0.612
C 2.027 3.038 0.225 0.624
C 3.027 3.145 1.339 -1.712
C 2.453 2.957 -1.097 -0.284
H 1.882 3.712 -4.084 0.441
H 1.463 2.008 -4.134 0.343
H 3.076 2.504 -3.625 0.319
H -0.534 2.713 -2.648 0.575
H -2.152 3.957 -0.422 0.451
H -1.968 2.694 0.773 0.236
H -2.273 2.264 -0.909 0.080
H 0.313 3.088 1.514 0.437
H 3.350 4.178 1.487 0.353
H 3.918 2.554 1.124 0.386
H 2.610 2.793 2.283 0.338
H 3.517 2.962 -1.312 0.396
C -3.496 -0.430 4.060 -1.789
C -2.313 -1.140 3.417 0.958
O -2.080 -2.330 4.188 -0.648
P -0.771 -0.167 3.501 1.076
O -1.090 1.197 2.769 -0.608
O -0.575 0.337 4.984 -0.570
O 0.353 -0.950 2.944 -0.842
P -2.687 -1.525 1.638 0.697
O -1.706 -2.819 1.399 -0.452
O -4.091 -1.906 1.381 -0.846
O -2.022 -0.402 0.878 -0.538
H -3.257 -0.168 5.091 0.444
H -4.343 -1.114 4.042 0.415
H -3.777 0.477 3.526 0.324
H -1.430 -2.852 3.700 0.405
H -1.532 0.969 1.922 0.219
H -0.148 -0.311 5.549 0.387
H -2.202 -3.640 1.363 0.264
N 1.722 -3.003 0.329 -0.438
C 1.945 -3.624 -0.970 -0.582
C 2.935 -2.858 -1.839 -0.794
C 2.485 -1.527 -2.433 -0.445
N 2.542 -0.408 -1.486 -0.185
H 2.553 -3.025 0.909 0.189
H 0.990 -3.468 0.853 0.145
H 0.981 -3.667 -1.486 0.252
H 2.301 -4.661 -0.883 0.379
H 3.184 -3.513 -2.681 0.375
H 3.879 -2.728 -1.296 0.288
H 1.449 -1.616 -2.772 0.253
H 3.097 -1.331 -3.325 0.419
H 2.217 0.440 -1.938 -0.088
H 3.501 -0.212 -1.217 0.244
N -3.187 -1.437 -1.651 -0.001
C -3.026 -0.240 -2.298 -0.403
C -1.768 -0.270 -2.820 -0.419
N -1.156 -1.470 -2.528 -0.303
C -2.039 -2.129 -1.823 -0.543
H -3.890 -1.659 -0.959 0.319
H -3.798 0.508 -2.313 0.472
H -1.286 0.487 -3.415 0.443
H -1.892 -3.088 -1.354 0.471

***

64
Properties=species:S:1:pos:R:3:mulliken_charge:R:1 method="wB97M-V/def2-TZVPD" de_lowest_kcal_mol=3.5
K 0.043 0.337 -0.389 1.259
C -1.525 0.814 -3.889 -1.671
C -1.679 -0.387 -2.991 0.460
C -0.786 -1.452 -3.070 -0.290
C -0.911 -2.564 -2.242 0.675
C 0.044 -3.720 -2.379 -1.711
C -1.942 -2.585 -1.306 -0.123
C -2.850 -1.534 -1.201 0.695
C -3.955 -1.556 -0.178 -1.622
C -2.707 -0.443 -2.055 -0.410
H -0.489 0.928 -4.209 0.257
H -1.827 1.725 -3.374 0.302
H -2.146 0.709 -4.781 0.411
H 0.037 -1.406 -3.777 0.332
H -0.172 -4.285 -3.289 0.449
H -0.037 -4.405 -1.535 0.328
H 1.072 -3.364 -2.438 0.354
H -2.041 -3.439 -0.643 0.281
H -4.929 -1.638 -0.663 0.468
H -3.943 -0.635 0.406 0.246
H -3.845 -2.399 0.503 0.317
H -3.389 0.396 -1.958 0.356
C -0.015 1.794 4.344 -1.773
C -0.865 0.723 3.666 1.112
O -1.576 -0.044 4.647 -0.670
P 0.212 -0.477 2.830 0.739
O -0.710 -1.539 2.083 -0.477
O 0.828 -1.347 4.019 -0.574
O 1.264 0.130 1.993 -0.902
P -2.127 1.410 2.478 0.809
O -1.668 2.943 2.182 -0.542
O -3.396 1.382 3.252 -0.963
O -1.955 0.696 1.166 -0.550
H 0.645 1.333 5.081 0.396
H -0.669 2.497 4.862 0.424
H 0.585 2.329 3.610 0.229
H -2.511 0.223 4.552 0.438
H -1.440 -1.082 1.614 0.274
H 0.131 -1.547 4.665 0.376
H -2.129 3.533 2.790 0.316
N 2.072 0.971 -2.312 -0.336
C 2.898 1.815 -1.445 -0.590
C 2.345 3.225 -1.223 -0.776
C 1.140 3.392 -0.295 -0.413
N -0.142 3.091 -0.943 -0.455
H 2.335 -0.007 -2.227 0.147
H 2.153 1.243 -3.283 0.237
H 3.914 1.937 -1.844 0.416
H 2.993 1.310 -0.478 0.253
H 2.121 3.683 -2.193 0.313
H 3.164 3.810 -0.793 0.395
H 1.167 4.418 0.093 0.447
H 1.242 2.735 0.574 0.074
H -0.348 3.781 -1.654 0.247
H -0.890 3.147 -0.255 0.100
N 3.917 -2.274 0.790 -0.030
C 2.749 -2.859 1.205 -0.698
C 1.832 -2.550 0.250 -0.162
N 2.401 -1.751 -0.717 -0.083
C 3.653 -1.604 -0.356 -0.478
H 4.798 -2.302 1.272 0.197
H 2.673 -3.417 2.122 0.464
H 0.789 -2.817 0.220 0.250
H 4.399 -1.031 -0.883 0.458

***

57
Properties=species:S:1:pos:R:3:mulliken_charge:R:1 method="wB97M-V/def2-TZVPD" de_lowest_kcal_mol=3.7 smiles="CC(C)C[C@H](NC(=O)[C@@H](CC(C)C)NC(=O)OC(C)(C)C)C(N)=O"
C 3.862 -3.533 -2.596 -1.628
C 2.547 -2.839 -2.952 0.817
C 1.726 -3.728 -3.881 -1.400
C 1.791 -2.498 -1.664 -0.829
C 0.607 -1.542 -1.867 0.159
N 0.238 -0.898 -0.610 0.220
C -0.091 -1.519 0.523 -0.106
O -0.145 -2.731 0.680 -0.791
C -0.389 -0.578 1.706 -0.102
C 0.905 0.111 2.161 -1.060
C 0.737 0.946 3.436 0.989
C 1.962 1.839 3.624 -1.624
C 0.538 0.067 4.668 -1.539
N -1.451 0.373 1.413 -0.042
C -1.356 1.475 0.635 0.632
O -0.406 1.737 -0.078 -0.821
O -2.468 2.206 0.763 -0.523
C -2.661 3.409 -0.027 1.708
C -2.639 3.075 -1.518 -1.598
C -4.046 3.903 0.391 -1.739
C -1.593 4.444 0.324 -1.607
C -0.633 -2.202 -2.502 -0.208
N -1.091 -3.276 -1.841 -0.156
O -1.134 -1.768 -3.519 -0.667
H 4.421 -3.773 -3.497 0.444
H 3.666 -4.458 -2.058 0.347
H 4.481 -2.895 -1.969 0.397
H 2.779 -1.906 -3.478 0.275
H 1.429 -4.641 -3.369 0.295
H 0.832 -3.216 -4.224 0.266
H 2.314 -4.001 -4.755 0.464
H 2.482 -2.002 -0.976 0.343
H 1.455 -3.417 -1.184 0.331
H 0.909 -0.737 -2.544 0.346
H 0.193 0.119 -0.609 0.114
H -0.759 -1.223 2.507 0.667
H 1.253 0.761 1.357 0.201
H 1.660 -0.661 2.326 0.711
H -0.142 1.590 3.315 0.100
H 1.857 2.448 4.519 0.423
H 2.087 2.502 2.771 0.411
H 2.860 1.233 3.724 0.337
H 1.390 -0.596 4.799 0.326
H 0.445 0.684 5.559 0.439
H -0.360 -0.540 4.586 0.357
H -2.308 0.292 1.938 0.282
H -1.651 2.740 -1.819 0.327
H -3.356 2.286 -1.736 0.368
H -2.902 3.958 -2.093 0.476
H -4.288 4.818 -0.140 0.418
H -4.795 3.150 0.162 0.402
H -4.066 4.097 1.461 0.406
H -1.795 5.371 -0.206 0.467
H -0.609 4.083 0.037 0.330
H -1.599 4.641 1.394 0.359
H -1.942 -3.707 -2.164 0.256
H -0.754 -3.471 -0.903 0.233

***

71
Properties=species:S:1:pos:R:3:mulliken_charge:R:1 method="wB97M-V/def2-TZVPD" de_lowest_kcal_mol=29.7 smiles="C[N+](=O)[O-].C[N+](=O)[O-].C[N+](=O)[O-].C[N+](=O)[O-].C[N+](=O)[O-].O=C1CCCO1.O=C1CCCO1.O=C1CCCO1"
C 1.503 -2.837 -3.959 -0.752
N 0.330 -1.997 -3.713 0.971
O -0.575 -2.471 -3.027 -0.569
O 0.287 -0.907 -4.196 -0.522
H 1.707 -3.464 -3.086 0.248
H 2.455 -2.287 -4.108 0.306
H 1.253 -3.435 -4.855 0.299
C 2.531 0.715 -0.671 -0.350
N 3.157 -0.449 -0.018 1.036
O 4.112 -0.259 0.669 -0.587
O 2.650 -1.546 -0.235 -0.519
H 1.968 0.454 -1.551 0.129
H 3.329 1.421 -0.943 0.334
H 1.815 1.059 0.008 0.004
C 0.482 -6.828 -1.668 -0.718
N 1.817 -6.837 -2.348 0.914
O 2.807 -7.082 -1.740 -0.534
O 1.807 -6.606 -3.545 -0.543
H -0.172 -6.717 -2.449 0.329
H 0.410 -5.993 -1.016 0.273
H 0.370 -7.787 -1.157 0.284
C -3.716 0.780 3.644 -0.790
N -3.750 0.898 2.121 0.899
O -4.739 0.587 1.535 -0.527
O -2.636 1.173 1.610 -0.434
H -2.691 0.669 3.880 0.244
H -4.406 -0.055 3.932 0.329
H -4.187 1.620 4.128 0.296
C -0.857 -0.948 -0.080 0.305
N -1.466 -2.185 0.549 0.986
O -0.749 -3.188 0.776 -0.624
O -2.695 -2.192 0.562 -0.571
H -0.361 -1.382 -0.975 -0.187
H -0.072 -0.448 0.542 -0.443
H -1.720 -0.363 -0.395 0.474
O -0.596 1.623 -1.992 -0.280
C -0.850 2.258 -2.977 0.352
C -2.284 2.684 -3.433 -0.273
C -2.020 3.364 -4.775 -0.564
C -0.548 3.211 -5.069 -0.383
O 0.052 2.638 -3.897 -0.395
H -2.896 1.749 -3.422 0.315
H -2.700 3.459 -2.769 0.201
H -2.635 2.998 -5.608 0.296
H -2.198 4.412 -4.645 0.251
H -0.495 2.516 -5.932 0.211
H -0.034 4.131 -5.282 0.321
O -2.992 4.141 3.309 -0.651
C -1.934 4.292 2.742 0.541
C -0.595 4.382 3.391 -0.406
C 0.360 3.797 2.323 0.230
C -0.457 3.858 1.041 0.109
O -1.799 4.242 1.448 -0.363
H -0.441 5.427 3.500 0.253
H -0.564 3.869 4.344 0.317
H 1.190 4.446 2.145 0.369
H 0.771 2.781 2.458 -0.512
H -0.076 4.601 0.320 0.311
H -0.503 2.777 0.616 -0.162
O 1.187 0.618 2.052 -0.367
C 1.659 -0.182 2.854 0.344
C 1.778 -1.657 2.681 -0.010
C 1.845 -2.080 4.153 -0.565
C 2.644 -0.936 4.778 -0.532
O 2.192 0.229 4.002 -0.445
H 0.952 -2.030 2.111 -0.128
H 2.723 -1.897 2.149 0.329
H 0.823 -2.159 4.531 0.291
H 2.323 -3.044 4.203 0.377
H 2.405 -0.713 5.796 0.333
H 3.712 -0.920 4.634 0.295

***

no.,lowest unoccupied orbital energy (eV),HOMO-LUMO gap (eV),electronic energy (hartree)
1,2.491,7.71,-3906.9251
2,0.494,10.30,-1350.9546
3,0.177,8.95,-2696.2650
4,0.186,9.06,-2696.2740
5,0.598,9.74,-1132.9030
6,0.194,10.00,-2144.7024